(1)
C36H39N5OP2Yb as an isolated structure. Source: the OMol25 dataset; level of theory: ωB97M-V with the def2-TZVPD basis set.

* total charge: +1
* <S²>: 0.751
* relative energy (zero: lowest compared OMol25 entry of this formula, charge and spin): 19.7 kcal per mole
* 2S+1: 2
* gap between HOMO and LUMO (spin up / spin down): 7.07 / 7.07 eV

Positions of all 84 atoms, in Å:
Yb1 -0.45 0.37 -0.01
C1 -3.40 0.45 3.71
C2 -2.87 0.39 2.32
N1 -1.69 0.71 1.99
N2 -0.83 1.22 2.94
C3 0.41 0.97 2.61
O1 0.74 0.15 1.64
C4 1.49 1.60 3.40
C5 2.72 1.82 2.80
C6 3.74 2.42 3.52
C7 3.54 2.76 4.85
C8 2.32 2.52 5.46
C9 1.29 1.94 4.73
C10 -3.72 -0.06 1.18
C11 -5.06 -0.34 1.36
C12 -5.83 -0.73 0.27
C13 -5.22 -0.83 -0.97
C14 -3.87 -0.54 -1.06
N3 -3.13 -0.16 -0.02
H1 -2.61 0.73 4.39
H2 -3.81 -0.52 4.00
H3 -4.21 1.19 3.79
H4 2.87 1.52 1.77
H5 4.70 2.60 3.05
H6 4.35 3.21 5.42
H7 2.16 2.79 6.50
H8 0.32 1.77 5.19
H9 -5.50 -0.24 2.34
H10 -6.88 -0.95 0.39
H11 -5.78 -1.13 -1.85
H12 -3.37 -0.64 -2.01
C15 2.97 -0.25 -1.24
N4 1.78 0.59 -1.02
C16 1.98 1.86 -1.10
C17 0.99 2.86 -0.86
C18 1.14 4.24 -0.96
C19 -0.10 4.80 -0.63
C20 -0.95 3.73 -0.35
N5 -0.31 2.55 -0.48
C21 3.83 -0.41 -0.01
C22 3.43 -1.21 1.06
C23 4.20 -1.30 2.20
C24 5.40 -0.60 2.29
C25 5.81 0.19 1.23
C26 5.03 0.29 0.09
H13 3.58 0.21 -2.02
H14 2.64 -1.22 -1.61
H15 2.97 2.24 -1.36
H16 2.05 4.76 -1.23
H17 -0.36 5.85 -0.59
H18 -1.99 3.77 -0.04
H19 2.49 -1.75 1.00
H20 3.87 -1.92 3.03
H21 6.01 -0.67 3.19
H22 6.75 0.74 1.29
H23 5.36 0.91 -0.74
C27 0.57 -3.61 -0.43
P1 -0.81 -2.42 -0.62
C28 -2.15 -3.29 0.28
C29 -1.28 -2.64 -2.38
C30 -1.63 -3.93 -2.81
C31 -1.96 -4.18 -4.13
C32 -1.95 -3.14 -5.05
C33 -1.62 -1.86 -4.64
C34 -1.28 -1.59 -3.31
P2 -0.81 0.13 -2.82
C35 0.62 0.44 -3.92
C36 -2.07 1.20 -3.61
H24 0.28 -4.58 -0.82
H25 0.80 -3.70 0.63
H26 1.46 -3.26 -0.95
H27 -2.06 -4.36 0.15
H28 -3.12 -2.96 -0.08
H29 -2.07 -3.05 1.34
H30 -1.64 -4.75 -2.11
H31 -2.23 -5.18 -4.44
H32 -2.21 -3.32 -6.09
H33 -1.62 -1.06 -5.37
H34 0.31 0.37 -4.96
H35 1.40 -0.29 -3.72
H36 1.01 1.43 -3.71
H37 -2.40 0.82 -4.57
H38 -1.61 2.18 -3.75
H39 -2.93 1.34 -2.96

(2)
C36H40AsN5O3ReS4Te as an isolated structure. Source: the OMol25 dataset; level of theory: ωB97M-V with the def2-TZVPD basis set.

* total charge: +2
* <S²>: 1.096
* relative energy (zero: lowest compared OMol25 entry of this formula, charge and spin): 19.3 kcal per mole
* 2S+1: 2
* gap between HOMO and LUMO (spin up / spin down): 5.98 / 5.19 eV

Positions of all 91 atoms, in Å:
Re1 1.49 0.04 -0.68
S1 5.23 -4.12 0.64
As1 5.99 -4.44 -1.21
S2 3.33 -1.28 -0.86
S3 2.79 -3.08 -1.68
S4 4.43 -3.75 -2.69
C1 -1.60 2.08 -8.01
O1 -2.51 2.98 -7.38
C2 -2.06 3.80 -6.44
C3 -0.72 3.85 -6.02
C4 -0.37 4.70 -4.99
C5 -1.33 5.53 -4.40
C6 -2.65 5.54 -4.89
C7 -3.01 4.66 -5.87
N1 -1.04 6.38 -3.34
N2 -0.10 6.22 -2.56
C8 0.52 5.11 -2.11
C9 1.91 5.18 -1.87
C10 2.65 4.06 -1.61
C11 2.02 2.81 -1.47
O2 2.64 1.71 -1.31
C12 0.58 2.76 -1.51
N3 0.06 1.52 -1.26
C13 -1.24 1.35 -1.47
C14 -2.10 2.42 -1.73
C15 -1.58 3.69 -1.86
C16 -0.19 3.87 -1.83
H1 -2.19 1.48 -8.69
H2 -1.12 1.43 -7.28
H3 -0.84 2.62 -8.58
H4 0.03 3.24 -6.48
H5 0.66 4.76 -4.68
H6 -3.37 6.21 -4.44
H7 -4.03 4.62 -6.24
H8 2.39 6.14 -1.98
H9 3.73 4.12 -1.54
H10 -1.62 0.34 -1.40
H11 -3.16 2.24 -1.83
H12 -2.25 4.54 -1.98
C17 -1.01 -2.99 -1.90
C18 -0.12 -1.89 -1.39
O3 0.45 -1.11 -2.20
N4 0.15 -1.59 -0.11
Te1 -0.38 -2.91 1.31
C19 -1.90 -2.16 2.58
C20 -2.58 -0.94 2.50
C21 -2.32 0.11 1.46
C22 -3.56 -0.68 3.46
C23 -3.89 -1.59 4.45
C24 -4.94 -1.27 5.48
C25 -3.22 -2.81 4.48
C26 -2.23 -3.12 3.57
C27 -1.52 -4.45 3.67
C28 1.36 -2.68 2.48
C29 2.29 -3.73 2.40
C30 2.08 -4.98 1.57
C31 3.45 -3.63 3.14
C32 3.74 -2.52 3.92
C33 5.04 -2.41 4.68
C34 2.79 -1.50 3.99
C35 1.59 -1.56 3.31
C36 0.60 -0.44 3.51
H13 -1.16 -2.86 -2.97
H14 -1.97 -2.98 -1.39
H15 -0.53 -3.96 -1.73
H16 -1.40 -0.06 0.92
H17 -2.28 1.10 1.92
H18 -3.15 0.13 0.75
H19 -4.09 0.27 3.41
H20 -5.27 -0.24 5.40
H21 -4.56 -1.44 6.49
H22 -5.81 -1.92 5.35
H23 -3.46 -3.53 5.25
H24 -1.90 -5.02 4.52
H25 -0.44 -4.33 3.81
H26 -1.69 -5.07 2.78
H27 1.56 -4.78 0.63
H28 1.51 -5.73 2.13
H29 3.04 -5.42 1.31
H30 4.17 -4.45 3.10
H31 5.62 -3.33 4.59
H32 4.85 -2.21 5.73
H33 5.63 -1.59 4.29
H34 2.99 -0.64 4.62
H35 1.07 0.39 4.05
H36 -0.25 -0.77 4.11
H37 0.21 -0.06 2.56
N5 2.38 0.90 1.17
H38 3.29 1.26 0.90
H39 2.54 0.20 1.89
H40 1.88 1.67 1.59

(3)
C36H40Br4CrNO3Si2 as an isolated structure. Source: the OMol25 dataset; level of theory: ωB97M-V with the def2-TZVPD basis set.

* total charge: -2
* <S²>: 3.781
* 2S+1: 4
* gap between HOMO and LUMO (spin up / spin down): 5.80 / 5.97 eV

Positions of all 87 atoms, in Å:
Cr1 -0.79 1.08 1.03
Br1 1.70 5.71 5.57
C1 1.34 4.75 3.98
C2 2.01 5.04 2.81
Br2 3.33 6.41 2.77
C3 1.73 4.32 1.64
Br3 2.59 4.69 -0.01
C4 0.79 3.30 1.62
O1 0.45 2.62 0.57
C5 0.10 2.98 2.85
O2 -0.78 2.03 2.79
C6 0.38 3.72 3.99
Br4 -0.61 3.29 5.54
C7 -2.72 3.49 1.29
N1 -2.53 2.37 0.36
C8 -2.22 2.90 -0.97
C9 -3.74 1.52 0.34
C10 -3.63 0.31 1.23
C11 -4.79 -0.40 1.55
C12 -4.71 -1.54 2.33
C13 -3.47 -1.96 2.80
C14 -2.32 -1.24 2.48
C15 -2.36 -0.09 1.67
H1 -3.57 4.10 0.97
H2 -1.82 4.11 1.29
H3 -2.88 3.11 2.29
H4 -3.03 3.58 -1.31
H5 -2.09 2.08 -1.67
H6 -1.28 3.45 -0.91
H7 -3.93 1.22 -0.70
H8 -4.61 2.13 0.65
H9 -5.75 -0.06 1.19
H10 -5.60 -2.10 2.58
H11 -3.39 -2.85 3.42
H12 -1.36 -1.57 2.86
C16 3.73 -2.66 3.09
Si1 3.63 -1.06 2.08
C17 4.43 -1.40 0.39
C18 4.63 0.28 2.95
C19 1.92 -0.54 1.86
C20 0.81 -0.07 1.64
H13 4.76 -3.01 3.19
H14 3.15 -3.45 2.60
H15 3.31 -2.51 4.08
H16 5.48 -1.70 0.50
H17 4.39 -0.49 -0.22
H18 3.89 -2.18 -0.14
H19 5.67 -0.02 3.11
H20 4.19 0.51 3.92
H21 4.61 1.20 2.37
C21 -1.68 -2.59 -3.71
C22 -2.02 -1.50 -2.68
C23 -2.83 -0.40 -3.37
C24 -2.90 -2.13 -1.59
Si2 -0.46 -0.80 -1.83
O3 -0.76 0.32 -0.75
C25 0.45 -2.32 -1.15
C26 0.22 -2.80 0.14
C27 0.87 -3.92 0.62
C28 1.77 -4.61 -0.18
C29 2.02 -4.15 -1.46
C30 1.37 -3.02 -1.94
C31 0.78 -0.06 -3.08
C32 1.93 0.46 -2.47
C33 2.92 1.09 -3.21
C34 2.78 1.23 -4.58
C35 1.64 0.74 -5.20
C36 0.66 0.11 -4.45
H22 -2.60 -2.96 -4.18
H23 -1.19 -3.44 -3.23
H24 -1.02 -2.23 -4.50
H25 -3.76 -0.81 -3.78
H26 -2.29 0.08 -4.18
H27 -3.11 0.38 -2.66
H28 -3.82 -2.52 -2.04
H29 -3.17 -1.41 -0.82
H30 -2.39 -2.96 -1.10
H31 -0.46 -2.26 0.79
H32 0.68 -4.25 1.64
H33 2.29 -5.48 0.21
H34 2.74 -4.67 -2.09
H35 1.60 -2.67 -2.94
H36 2.04 0.39 -1.40
H37 3.79 1.49 -2.71
H38 3.55 1.72 -5.16
H39 1.52 0.85 -6.28
H40 -0.22 -0.26 -4.97

(4)
C36H40BrN5O2S2W as an isolated structure. Source: the OMol25 dataset; level of theory: ωB97M-V with the def2-TZVPD basis set.

* total charge: +2
* relative energy (zero: lowest compared OMol25 entry of this formula, charge and spin): 0.0 kcal per mole
* gap between HOMO and LUMO: 6.05 eV

Positions of all 87 atoms, in Å:
W1 -0.17 -0.47 0.32
O1 2.73 -3.38 1.70
C1 2.19 -4.43 1.02
C2 2.33 -5.69 1.57
C3 1.81 -6.79 0.90
C4 1.17 -6.65 -0.32
C5 1.03 -5.38 -0.86
C6 1.52 -4.26 -0.20
C7 1.23 -2.92 -0.80
O2 0.10 -2.29 -0.19
N1 2.33 -1.94 -0.66
N2 1.70 -0.65 -0.65
C8 2.27 0.30 0.08
C9 1.27 1.20 0.46
Br1 -1.19 0.95 2.19
C10 1.33 2.48 0.85
C11 2.40 3.40 0.55
C12 2.50 4.58 1.31
C13 3.56 5.44 1.13
C14 4.52 5.17 0.17
C15 4.42 4.03 -0.62
C16 3.37 3.15 -0.44
H1 2.85 -2.66 1.06
H2 2.86 -5.80 2.50
H3 1.93 -7.78 1.34
H4 0.79 -7.51 -0.85
H5 0.53 -5.26 -1.82
H6 0.95 -3.06 -1.85
H7 2.96 -2.00 -1.45
H8 3.27 0.21 0.50
H9 0.50 2.88 1.43
H10 1.74 4.79 2.06
H11 3.63 6.34 1.73
H12 5.34 5.85 0.01
H13 5.15 3.84 -1.40
H14 3.26 2.30 -1.10
C17 2.71 -0.41 3.09
C18 1.48 -1.24 3.24
N3 0.51 -1.40 2.36
C19 -0.49 -2.22 2.88
C20 -0.25 -2.68 4.13
S1 1.23 -2.08 4.69
C21 -1.69 -2.48 2.10
C22 -2.59 -3.46 2.35
S2 -3.77 -3.50 1.12
C23 -3.01 -2.21 0.31
N4 -1.95 -1.74 0.95
C24 -3.55 -1.80 -1.02
H15 3.42 -0.90 2.43
H16 3.20 -0.31 4.06
H17 2.47 0.59 2.73
H18 -0.89 -3.30 4.74
H19 -2.60 -4.17 3.16
H20 -4.55 -1.38 -0.92
H21 -3.62 -2.67 -1.67
H22 -2.91 -1.06 -1.49
C25 -1.36 5.38 -0.80
C26 -1.97 4.02 -0.66
C27 -3.29 3.88 -0.24
C28 -3.88 2.63 -0.08
C29 -5.30 2.51 0.39
C30 -3.13 1.50 -0.36
C31 -1.82 1.63 -0.80
C32 -1.24 2.88 -0.94
N5 -1.02 0.43 -1.10
C33 -0.85 0.26 -2.65
C34 0.34 1.10 -3.11
C35 -0.56 -1.20 -2.99
C36 -2.13 0.73 -3.37
H23 -1.53 5.99 0.09
H24 -1.79 5.92 -1.65
H25 -0.28 5.32 -0.97
H26 -3.87 4.77 -0.02
H27 -5.99 2.94 -0.33
H28 -5.44 3.04 1.33
H29 -5.58 1.47 0.55
H30 -3.56 0.53 -0.18
H31 -0.20 2.98 -1.22
H32 1.26 0.82 -2.60
H33 0.17 2.17 -3.01
H34 0.47 0.89 -4.17
H35 -1.26 -1.90 -2.54
H36 0.45 -1.47 -2.70
H37 -0.62 -1.31 -4.07
H38 -2.10 1.80 -3.57
H39 -3.03 0.53 -2.81
H40 -2.20 0.20 -4.32

no.,electronic energy (eV)
1,-97569.3025
2,-165163.2110
3,-369966.4362
4,-143052.4967